The following is a quantum chemistry calculation of a molecular structure, C28H57F3N3O8PtS6 at a distorted geometry, from the Open Molecules 2025 dataset.

Frontier orbital gap (spin up / spin down): 5.79 / 5.03 eV
⟨S²⟩: 2.00
Charge: +1
E_LUMO (spin up / spin down): -4.407 / -5.166 eV
Spin multiplicity: 3

Last column: Löwdin charge in e.
Element x y z (Å)
H: -3.78 -2.14 -4.35  0.057
C: -5.55 -2.27 3.40  -0.260
H: -0.86 -8.19 2.82  0.147
H: 2.24 6.53 0.45  0.062
H: -3.32 1.31 -3.84  0.053
O: -0.36 4.24 1.24  -0.662
C: 0.89 -6.03 1.26  -0.112
C: -4.29 0.66 -0.34  -0.146
C: -2.31 1.13 -4.20  -0.241
H: 0.62 6.00 -1.63  0.080
H: -3.59 -4.57 3.14  0.057
H: -0.88 6.11 -0.71  0.077
H: 1.79 -5.74 0.75  0.093
H: 0.84 0.25 0.86  0.138
H: -2.09 1.86 -4.98  0.051
C: 0.75 1.21 -1.50  -0.242
H: 3.99 1.57 -6.42  0.054
H: 0.41 -3.93 3.67  0.056
H: -2.34 -1.91 -3.25  0.039
C: 0.86 -3.06 3.19  -0.250
H: -6.00 -3.25 3.30  0.065
H: -1.04 -2.76 5.26  0.038
H: 4.31 1.00 2.21  0.072
O: -3.54 -0.19 -6.12  -0.538
H: 1.04 -1.64 -5.24  0.050
C: 5.33 2.25 -1.50  -0.111
H: 3.10 1.74 1.12  0.062
H: 1.49 -7.89 2.38  0.109
S: 2.01 0.53 -5.54  0.776
F: -1.46 -1.62 0.72  0.125
H: 6.52 0.85 -0.21  0.101
S: -2.39 -0.40 -5.21  0.810
S: 0.78 4.73 0.38  0.895
H: -0.72 -4.71 0.46  0.087
C: 1.98 -1.18 -4.92  -0.237
O: 1.98 -1.01 4.46  -0.580
H: -0.53 -1.27 6.07  0.054
H: -3.63 -0.81 -3.18  0.025
C: 3.78 0.66 -5.87  -0.256
H: 2.80 -1.76 -5.34  0.050
H: 1.97 -1.13 -3.84  0.035
C: 3.35 3.52 3.42  -0.230
H: 0.29 0.42 -2.09  0.101
H: 2.72 0.26 1.91  0.042
H: 4.35 4.24 -1.88  0.104
C: -1.27 -6.36 1.77  -0.158
H: -3.48 1.25 0.06  0.091
H: 1.90 -3.24 2.95  0.063
H: 4.10 -0.17 -6.50  0.058
F: -1.53 -0.58 -1.16  0.143
H: 4.98 4.65 0.52  0.132
H: 3.74 3.79 2.44  0.032
O: 1.05 2.41 2.76  -0.690
C: 4.89 3.53 -1.28  -0.117
H: -3.48 -1.24 0.02  0.100
Pt: -1.10 2.62 2.49  1.245
H: -0.47 4.65 -1.66  0.036
H: -5.77 2.05 -1.18  0.092
C: 6.04 1.81 -0.37  -0.103
N: 5.21 3.80 0.04  -0.007
O: 1.30 0.67 -6.83  -0.533
C: -5.41 -1.19 -0.91  -0.152
C: -6.14 -0.13 -1.37  -0.094
H: -6.11 -1.64 4.09  0.056
H: -5.61 -1.76 2.43  0.040
S: -3.84 -2.35 3.93  0.799
H: 6.18 2.73 1.64  0.111
H: -5.61 -2.25 -0.92  0.111
H: 0.50 -2.72 6.02  0.069
C: 1.36 6.30 1.04  -0.233
C: -0.08 5.43 -1.01  -0.224
C: 0.78 -7.16 2.03  -0.129
H: -2.33 -6.41 1.94  0.106
S: 0.63 -1.45 3.98  0.817
F: 0.26 -1.61 -0.56  0.149
O: -3.96 -3.13 5.21  -0.565
C: -0.45 -5.58 1.03  -0.125
C: -3.19 -3.61 2.80  -0.257
C: -5.45 1.05 -0.95  -0.104
H: 0.29 -3.00 2.26  0.012
H: 5.25 1.69 -2.42  0.088
C: -3.08 -1.44 -3.90  -0.259
N: -4.27 -0.72 -0.31  0.012
H: -0.25 2.89 -2.46  0.066
C: 3.26 1.20 2.06  -0.231
H: 1.05 2.21 -3.38  0.047
H: 1.78 0.95 -1.23  0.130
H: 4.13 3.37 4.17  0.069
C: 5.89 2.77 0.61  -0.158
H: 0.66 7.13 0.97  0.072
H: -3.56 -3.37 1.81  0.045
C: -0.75 -0.84 -0.11  -0.538
S: 2.37 2.01 3.38  0.930
H: -2.10 -3.66 2.87  0.019
H: -1.55 1.11 -3.43  0.022
H: 2.75 4.29 3.90  0.059
H: 4.31 0.62 -4.92  0.041
H: 1.57 6.20 2.11  0.058
C: 0.75 2.46 -2.36  -0.073
H: -7.03 -0.13 -1.97  0.097
O: -1.06 0.82 1.52  -0.238
C: -0.22 0.42 0.58  -0.444
N: -0.55 -7.39 2.32  0.022
H: 1.39 3.25 -1.96  0.049
O: -0.03 1.50 -0.34  -0.105
C: -0.19 -2.10 5.45  -0.249

The following is a quantum chemistry calculation of a molecular structure, C28H58GeO5S4Sb2Si3Ti at a distorted geometry, from the Open Molecules 2025 dataset.

Frontier orbital gap (spin up / spin down): 6.80 / 6.87 eV
⟨S²⟩: 0.75
Charge: -1
Relative energy (zero: lowest compared OMol25 entry of this formula, charge and spin): 0.0 kcal/mol
E_LUMO (spin up / spin down): 1.989 / 1.988 eV
Spin multiplicity: 2

Last column: Löwdin charge in e.
Element x y z (Å)
H: -6.11 -2.88 -0.17  0.007
C: 1.09 -0.86 2.64  -0.617
C: 5.78 3.12 2.05  -0.146
S: -1.90 0.83 -0.48  0.062
H: 4.07 -2.36 1.01  0.061
H: 4.60 2.40 -2.48  0.073
H: -5.15 -0.38 -3.42  0.026
H: -5.92 1.50 0.12  0.010
C: -0.96 -3.57 0.80  -0.196
H: 6.02 3.42 1.03  0.048
H: -5.32 0.81 -2.11  0.018
H: 4.52 0.18 -1.43  0.057
O: 1.92 -1.43 3.31  0.066
C: 0.08 0.13 -3.49  -0.394
H: -2.75 2.25 -6.66  0.085
C: 0.01 1.51 -3.48  -0.071
H: 6.84 1.77 -0.21  0.056
H: 7.15 -0.10 1.67  0.054
H: 3.24 2.36 -1.34  0.045
C: 6.41 0.99 -0.85  -0.149
C: -0.42 -0.61 -4.56  -0.085
C: -2.05 -2.50 3.52  -0.185
H: -2.91 -2.03 4.00  0.024
H: 5.61 -1.89 0.26  0.058
H: -6.57 -2.48 -1.82  0.026
Si: -4.64 0.60 2.07  0.336
C: -5.44 1.93 1.01  -0.216
C: 0.19 0.33 3.28  -0.618
O: 0.76 -1.11 1.41  -0.210
H: 7.02 -1.28 2.98  0.072
H: 2.97 1.92 3.74  0.058
H: -1.52 1.63 -7.76  0.073
C: -1.68 2.17 -6.82  -0.052
H: 1.85 -2.36 -3.22  0.056
H: -6.21 2.46 1.58  0.029
C: 5.12 -0.79 2.08  -0.565
H: 4.52 -1.00 2.97  0.069
H: -0.41 -1.69 -4.53  0.108
Si: -2.35 -2.65 1.67  0.370
H: -3.05 2.13 3.22  0.008
H: -3.19 0.64 4.11  0.023
H: -3.69 -2.74 -3.25  0.024
C: -3.76 1.37 3.54  -0.211
H: -4.04 -4.09 0.49  0.008
H: 0.34 2.07 -2.61  0.084
C: -3.87 -3.77 1.52  -0.233
S: 0.62 -0.70 -2.02  0.909
O: -0.80 0.64 2.51  -0.239
H: -4.79 -3.31 1.88  0.014
S: -1.45 4.40 -1.58  -0.303
H: 4.66 1.57 4.11  0.065
C: -1.03 1.45 -5.66  -0.268
C: 3.99 2.29 3.63  -0.151
H: -4.50 1.83 4.20  0.029
H: 4.06 3.23 4.20  0.076
H: -6.52 -1.08 1.94  0.006
O: 1.17 0.40 -1.15  -0.673
H: -4.71 2.67 0.66  0.002
H: 6.78 1.17 -1.87  0.072
H: -1.16 -1.94 3.81  0.021
H: -1.28 3.17 -6.93  0.077
C: -0.96 0.06 -5.64  -0.048
C: 6.53 -0.41 2.51  -0.147
H: -1.96 -3.51 3.93  0.034
C: 5.10 -2.05 1.22  -0.166
C: -3.40 -2.71 -2.20  -0.218
H: 4.74 3.18 -0.91  0.065
C: -6.13 -2.08 -0.91  -0.223
H: -6.78 -1.29 -0.54  0.017
H: 5.86 4.01 2.68  0.073
Ge: -3.19 -0.65 0.64  0.392
H: -3.68 -4.67 2.12  0.030
Sb: 3.89 0.71 1.09  1.558
H: 6.53 0.40 3.24  0.050
H: 6.56 2.42 2.38  0.054
H: 5.60 -2.87 1.72  0.072
H: -3.56 -3.71 -1.78  0.017
C: 4.89 1.02 -0.82  -0.570
H: -1.34 -0.51 -6.48  0.110
C: -4.67 0.03 -2.52  -0.228
Ti: 0.30 0.76 0.83  0.348
H: 0.02 -3.18 1.06  0.010
H: -5.61 -1.25 3.45  0.019
H: 2.58 -1.89 -1.66  0.055
H: -1.06 -3.52 -0.29  0.011
C: -0.54 2.16 -4.57  -0.028
H: 2.76 -0.82 -3.09  0.065
C: 4.33 2.31 -1.42  -0.158
H: -1.02 -4.62 1.09  0.031
H: -3.73 0.49 -2.81  0.004
C: 4.38 2.53 2.17  -0.576
C: -6.01 -0.53 2.73  -0.221
H: -2.34 -2.49 -2.15  0.003
H: -0.63 3.24 -4.55  0.104
O: 0.46 0.77 4.37  0.083
H: 6.82 0.03 -0.52  0.049
H: -6.75 0.08 3.25  0.026
S: 0.89 3.03 0.94  -0.045
Si: -4.41 -1.39 -1.30  0.340
Sb: -1.51 3.42 0.44  0.399
H: 3.67 3.24 1.75  0.036
C: 2.11 -1.52 -2.58  -0.209

no.,electronic energy (hartree)
1,-4674.7158
2,-7346.3751